{
  "formula": "C32H76FN4O11S",
  "method": "wB97M-V/def2-TZVPD",
  "species": ["C", "C", "C", "C", "C", "N", "C", "N", "N", "N", "S", "C", "C", "C", "O", "C", "F", "C", "C", "H", "H", "H", "H", "H", "H", "H", "H", "H", "H", "H", "H", "H", "H", "H", "H", "H", "H", "H", "H", "H", "H", "H", "H", "H", "H", "C", "O", "C", "C", "O", "C", "H", "H", "H", "H", "H", "H", "H", "H", "H", "H", "C", "O", "C", "C", "O", "C", "H", "H", "H", "H", "H", "H", "H", "H", "H", "H", "C", "O", "C", "C", "O", "C", "H", "H", "H", "H", "H", "H", "H", "H", "H", "H", "C", "O", "C", "C", "O", "C", "H", "H", "H", "H", "H", "H", "H", "H", "H", "H", "C", "O", "C", "C", "O", "C", "H", "H", "H", "H", "H", "H", "H", "H", "H", "H"],
  "xyz": [[0.6155, -7.5919, 3.4346], [1.4412, -6.8102, 2.2543], [0.7303, -5.3734, 1.8665], [1.5127, -4.0608, 2.5470], [2.0486, -4.3881, 4.0932], [0.7981, -2.7680, 2.3863], [-0.5740, -2.6624, 2.9246], [-1.5592, -2.2068, 2.0363], [-1.2557, -1.9164, 0.6852], [-0.8602, -3.0042, 4.3579], [-0.5649, -1.6972, 5.4721], [-2.2415, -3.4916, 4.6473], [-2.4409, -5.1065, 3.9198], [-3.1894, -5.0866, 2.3530], [-3.9172, -5.5892, 3.7399], [1.5984, -1.5588, 2.1796], [1.6994, -1.3085, 0.6923], [1.1753, -0.1561, 2.8617], [2.1077, 0.1617, 4.2148], [1.1269, -8.5594, 3.8476], [-0.4508, -7.8556, 2.9806], [0.5108, -6.8241, 4.3422], [1.4110, -7.5232, 1.2997], [2.5858, -6.6620, 2.5083], [-0.4286, -5.3457, 2.0160], [0.9063, -5.2393, 0.6932], [2.5219, -3.9809, 1.9113], [2.4787, -3.3796, 4.5245], [2.8868, -5.2094, 4.1120], [1.1493, -4.7352, 4.7657], [-2.5566, -2.0522, 2.2993], [-1.9242, -2.4348, 0.0591], [-1.4035, -0.8827, 0.4978], [-0.4770, -2.3488, 6.7446], [-2.3921, -3.6618, 5.8124], [-3.1283, -2.8559, 4.2368], [-1.5312, -5.9476, 4.1176], [-3.0340, -6.0735, 1.7364], [-3.6312, -4.0735, 1.9621], [2.7240, -1.7857, 2.5090], [1.4930, 0.7064, 2.0974], [0.0422, 0.0252, 3.0737], [2.1280, -0.7636, 4.9562], [3.1973, 0.3910, 3.8560], [1.6485, 1.1047, 4.7863], [2.5238, -4.6583, -4.3837], [1.5670, -5.6734, -4.6644], [1.7582, -6.8390, -3.8556], [0.7542, -6.8841, -2.6993], [0.9937, -5.8300, -1.7611], [0.0829, -4.7475, -1.9217], [2.1890, -3.7319, -4.8565], [2.6291, -4.4815, -3.3111], [3.4931, -4.9384, -4.8089], [2.7890, -6.8919, -3.4839], [1.5884, -7.7060, -4.5017], [0.8837, -7.8274, -2.1587], [-0.2768, -6.8496, -3.0715], [-0.8976, -5.0292, -1.5273], [-0.0119, -4.4454, -2.9669], [0.4586, -3.8962, -1.3483], [0.6917, 1.0533, -5.1038], [0.9184, 1.5068, -3.7742], [0.7440, 0.4653, -2.8077], [2.0930, -0.0874, -2.3364], [2.7714, -0.7743, -3.3931], [3.8027, 0.0158, -3.9756], [1.0586, 1.8173, -5.7935], [1.2164, 0.1182, -5.3116], [-0.3823, 0.9189, -5.2687], [0.1085, -0.3353, -3.2062], [0.2281, 0.9095, -1.9507], [1.9140, -0.8204, -1.5430], [2.7216, 0.7096, -1.9212], [4.6611, 0.0584, -3.2989], [3.4617, 1.0278, -4.2043], [4.1156, -0.4626, -4.9071], [4.2746, 4.3276, -10.2242], [3.7084, 5.3822, -9.4548], [2.2854, 5.2711, -9.3447], [1.8759, 4.7037, -7.9818], [2.2914, 3.3414, -7.8395], [3.4634, 3.2152, -7.0410], [5.3574, 4.3406, -10.0785], [3.8956, 3.3500, -9.9184], [4.0616, 4.4910, -11.2856], [1.8763, 4.6647, -10.1623], [1.8788, 6.2829, -9.4400], [0.7833, 4.7127, -7.9118], [2.2695, 5.3200, -7.1644], [3.2099, 3.3668, -5.9878], [4.2392, 3.9233, -7.3400], [3.8539, 2.2019, -7.1641], [-2.8584, 1.6548, 0.6285], [-1.4972, 2.0183, 0.8284], [-1.1064, 3.1295, 0.0148], [-1.0715, 4.4280, 0.8271], [-2.3843, 4.8148, 1.2463], [-2.6323, 4.4917, 2.6105], [-3.1504, 0.9687, 1.4272], [-3.5213, 2.5222, 0.6572], [-2.9646, 1.1402, -0.3320], [-1.7666, 3.2277, -0.8558], [-0.0968, 2.9169, -0.3505], [-0.6912, 5.2316, 0.1880], [-0.3975, 4.3362, 1.6874], [-2.0961, 5.1912, 3.2583], [-2.3367, 3.4675, 2.8477], [-3.7042, 4.5944, 2.7971], [-5.4055, 9.1832, 5.0929], [-5.2976, 8.6393, 6.4034], [-5.6362, 7.2490, 6.4444], [-4.3808, 6.3725, 6.4976], [-3.6335, 6.4597, 5.2799], [-2.5009, 7.3136, 5.4018], [-4.9221, 10.1631, 5.0879], [-4.9172, 8.5521, 4.3472], [-6.4614, 9.3118, 4.8337], [-6.2707, 6.9760, 5.5921], [-6.2147, 7.0892, 7.3596], [-4.6870, 5.3272, 6.6094], [-3.7551, 6.6328, 7.3598], [-1.7196, 6.8096, 5.9780], [-2.7552, 8.2639, 5.8762], [-2.1177, 7.5193, 4.3991]],
  "atomic_forces_ev_per_a": [[-0.0926, 0.9743, 0.0478], [-0.2982, -0.7108, -0.4063], [0.9639, 0.6173, -1.4327], [2.0609, -2.7099, 0.4368], [-0.5326, 0.6688, -0.0992], [-2.4050, 0.7487, 1.8998], [0.5282, 0.9673, -0.8918], [1.5249, -0.7979, 2.1252], [-0.9013, 0.4758, -0.7177], [-1.5733, -0.0907, -2.6290], [0.7259, 0.3507, 1.0757], [-1.9736, -3.5776, -0.4673], [-1.9804, 0.4308, -2.8717], [0.0434, -1.6739, 4.8876], [4.8573, 2.4173, -1.8595], [1.4025, 1.1868, -0.9629], [-0.2062, -0.5413, 2.7433], [0.9722, 1.3184, -0.0065], [-0.5591, -0.2657, -0.0930], [-0.9244, 1.8699, -0.9988], [2.2133, 0.5038, 1.1994], [0.0135, -1.8345, -1.8271], [0.0805, 1.7390, 1.9600], [-2.4434, -0.2390, -0.4359], [2.1448, -0.1908, 0.0881], [-0.5329, -0.2558, 2.5159], [-2.3835, 0.1833, 1.2626], [-0.7697, -2.0349, -0.7053], [-1.7355, 1.7298, -0.1708], [1.8390, 0.7262, -1.2848], [1.3517, -0.3232, 0.4538], [0.8404, 0.5443, 0.9990], [0.4201, -1.4428, 0.5691], [0.0448, 0.1613, -1.9461], [0.5163, 0.5644, -2.6332], [1.6405, -0.9268, 0.8338], [-2.9156, 2.4047, -0.4384], [-0.3159, 2.5456, 0.9328], [0.8297, -2.3933, 0.7115], [-2.5735, 0.3243, -0.8472], [-0.8480, -2.1430, 1.4867], [1.9827, -0.6923, -0.4121], [-0.0464, 2.0278, -1.5913], [-2.0986, -0.3751, 0.7704], [1.1315, -2.1471, -1.3277], [-0.0612, 0.0524, -0.2340], [0.1685, -0.1731, 0.5439], [-0.5647, 0.2460, -0.2241], [0.6035, -0.0418, 0.0217], [-0.3710, 0.1968, -0.2455], [0.3051, -0.0516, 0.1079], [-0.0094, -0.1597, 0.0166], [0.0100, -0.0249, 0.0044], [0.0523, 0.0685, 0.0897], [-0.1490, 0.0537, 0.0503], [0.0014, -0.0070, 0.0677], [-0.0048, 0.0124, -0.0404], [0.1423, 0.0775, -0.0388], [-0.1854, 0.0087, -0.0458], [-0.0044, -0.0615, -0.0005], [0.0571, -0.0954, 0.0091], [-0.0132, 0.2474, -0.0789], [-0.0422, -0.5641, 0.1607], [0.5640, 0.5138, -0.0514], [-0.3587, -0.5074, -0.3342], [-0.0683, 0.5026, 0.1333], [-0.0033, -0.2261, -0.0715], [-0.0621, -0.0198, 0.1249], [-0.0129, -0.0181, 0.0552], [0.0125, -0.0851, -0.0882], [0.1473, 0.0061, -0.0242], [-0.0134, -0.0138, 0.0876], [0.0025, 0.0873, -0.0485], [-0.1049, 0.0055, -0.1150], [0.0559, 0.1060, -0.0226], [-0.0293, 0.0013, 0.0445], [-0.0810, -0.0384, 0.1504], [0.1054, 0.2101, 0.0058], [-0.3535, -0.4180, -0.0241], [0.3651, 0.2142, 0.4714], [-0.1035, -0.3172, -0.5114], [0.2752, 0.3498, 0.1517], [-0.1511, -0.1679, -0.1132], [-0.1350, 0.1147, 0.0120], [-0.0534, 0.0145, -0.0014], [0.0137, -0.1259, -0.0173], [0.0531, -0.0197, 0.1583], [-0.0287, -0.0383, 0.0141], [0.0276, 0.0300, -0.0149], [0.0591, -0.0461, -0.1449], [0.0992, 0.0603, 0.0973], [-0.0471, 0.0355, 0.0036], [-0.1430, 0.0675, -0.0315], [0.2695, 0.0122, 0.0232], [-0.3556, -0.1083, -0.0865], [0.3572, 0.2484, 0.4006], [-0.5677, 0.0281, -0.3910], [0.4274, -0.4867, 0.1096], [-0.1870, 0.2523, -0.0780], [0.0703, 0.0387, 0.0569], [0.0237, -0.0373, -0.0229], [-0.1588, 0.0478, -0.0977], [0.0264, 0.0299, 0.1699], [-0.0330, 0.0299, -0.0242], [0.0233, -0.0869, 0.0015], [-0.0826, -0.0937, -0.0647], [-0.0476, -0.1047, 0.1039], [0.0765, -0.0407, -0.0202], [0.1698, 0.1110, -0.0716], [-0.0353, 0.1528, 0.1725], [0.0050, -0.4570, -0.3586], [0.4596, 0.2910, 0.3692], [-0.3545, 0.0135, -0.4957], [0.0446, 0.2551, 0.3720], [-0.0610, -0.1292, -0.1814], [-0.0774, -0.1146, 0.1186], [-0.0200, -0.0456, 0.0150], [0.0340, -0.0055, -0.1201], [0.1581, 0.0021, 0.0356], [0.0145, -0.0388, -0.0257], [-0.0218, 0.0249, 0.0247], [-0.0951, 0.0871, -0.1062], [0.0773, 0.0893, 0.0767], [-0.0222, -0.0458, 0.0259], [-0.1022, -0.0948, 0.0663]],
  "mulliken_charge": [-0.72, -0.61, 1.20, -0.69, -0.90, 1.19, -1.26, 0.12, -0.32, 0.31, -0.17, -0.51, 0.35, -0.43, -0.44, -0.04, -0.29, -0.30, -1.10, 0.37, 0.19, 0.09, 0.26, 0.29, -0.36, -0.49, 0.51, 0.26, 0.35, 0.14, 0.38, 0.34, 0.09, 0.22, 0.38, 0.28, 0.16, 0.30, 0.19, 0.42, 0.27, 0.17, 0.21, 0.38, 0.29, -0.63, -0.40, -0.54, -0.60, -0.25, -0.87, 0.18, 0.24, 0.39, 0.31, 0.39, 0.36, 0.37, 0.30, 0.56, 0.15, -0.51, -0.34, -0.10, -0.12, -0.23, -0.90, 0.07, 0.25, 0.32, 0.33, -0.03, 0.04, 0.29, 0.32, 0.37, 0.26, -0.69, -0.37, -0.55, -0.49, -0.38, -0.81, 0.25, 0.29, 0.33, 0.33, 0.38, 0.38, 0.35, 0.32, 0.43, 0.25, -1.00, 0.03, -0.40, -0.87, -0.39, -0.44, 0.15, 0.47, 0.35, 0.43, 0.28, 0.43, 0.33, 0.21, 0.17, 0.25, -0.65, -0.38, -0.52, -0.55, -0.22, -0.87, 0.25, 0.24, 0.32, 0.31, 0.38, 0.36, 0.35, 0.30, 0.45, 0.23],
  "lumo_ev": -4.54,
  "homo_ev": -10.38,
  "total_charge": 1,
  "gap_ev": 5.8
}